(1)
The following is a DFT calculation (ωB97M-V with the def2-TZVPD basis set) of a structure of composition C12H24GaO2Ti in a non-equilibrium geometry.

Values from the calculation:
Molar mass ... 317.912 g mol⁻¹
HOMO level ... -10.52 eV
Calculated total energy ... -92393.993 eV
Net charge ... +1
Strongest force on any atom ... 8.86 eV/Å

Structure (XYZ):
```
40
Properties=species:S:1:pos:R:3:mulliken_charge:R:1
C -2.20758 -4.68646 -2.71500 -0.555
C -2.23900 -3.33888 -3.35056 -0.228
C -2.28357 -1.90219 -2.51366 0.665
O -1.53471 -0.90390 -3.04804 -0.526
O -3.12510 -1.71444 -1.28602 -0.388
C -2.21009 -1.04241 -0.34667 -0.041
C -2.75041 -0.96483 1.20265 -0.675
C -1.71238 -0.19377 2.23928 -0.219
C -0.22529 0.09741 1.58923 0.146
C 0.76485 0.96531 2.62041 -0.258
C 2.33423 0.86623 2.15726 -0.840
Ga 2.67052 1.08256 0.12963 0.263
C 2.60118 -0.73407 -0.93206 -0.778
C 1.46706 2.46867 -0.81928 -0.204
C 2.07960 4.00992 -0.83533 -0.825
H -2.52569 -5.60401 -3.36893 0.239
H -1.82583 -4.88051 -1.61852 0.216
H -2.18527 -3.22963 -4.53258 0.306
H -1.21608 -1.70265 -0.31372 0.208
H -1.95755 0.07731 -0.66697 0.138
H -3.02783 -2.01144 1.67423 0.269
H -3.76664 -0.34121 1.17423 0.279
H -1.57439 -0.78626 3.26479 0.298
H -2.15066 0.87635 2.53405 -0.059
H 0.28828 -0.90479 1.21714 0.291
H -0.41428 0.83588 0.67361 -0.194
H 0.36955 2.09168 2.63679 -0.289
H 0.60677 0.53472 3.69915 0.527
H 2.69412 -0.23581 2.44259 0.322
H 3.03758 1.58168 2.80427 0.322
H 4.21049 1.58849 -0.03623 -0.259
H 1.52453 -1.19509 -0.91978 0.099
H 2.99199 -0.48428 -2.02789 0.266
H 3.41105 -1.45643 -0.45804 0.235
H 0.37521 2.55672 -0.40785 -0.065
H 1.36622 2.16638 -1.96982 0.314
H 1.32898 4.63198 -1.52470 0.318
H 1.99158 4.42310 0.25703 0.096
H 3.16235 4.06605 -1.29326 0.271
Ti -0.34377 3.39266 2.66860 1.315
```

=====

(2)
The following is a DFT calculation (ωB97M-V with the def2-TZVPD basis set) of the molecule C3H5N3.

Values from the calculation:
Molar mass ... 83.094 g mol⁻¹
HOMO level ... -8.86 eV
Calculated total energy ... -7661.724 eV
SMILES ... Nc1cn[nH]c1
Strongest force on any atom ... 0.36 eV/Å

Structure (XYZ):
```
11
Properties=species:S:1:pos:R:3:mulliken_charge:R:1
N -1.78746 -0.52901 -0.25626 -0.573
C -0.45417 -0.07469 -0.07698 0.550
C 0.07999 1.20282 0.23168 -0.439
N 1.40490 1.17917 0.30690 -0.760
N 1.72729 -0.10440 0.06335 0.239
C 0.65293 -0.88355 -0.18384 -0.578
H -2.35852 0.15487 -0.73661 0.265
H -2.23087 -0.74507 0.62956 0.249
H -0.44714 2.13886 0.38771 0.411
H 2.69003 -0.40403 0.05472 0.216
H 0.72303 -1.93497 -0.42025 0.420
```

=====

(3)
The following is a DFT calculation (ωB97M-V with the def2-TZVPD basis set) of the molecule C4H6OS in a non-equilibrium geometry.

Values from the calculation:
Molar mass ... 102.158 g mol⁻¹
HOMO level ... -7.91 eV
Calculated total energy ... -17126.646 eV
SMILES ... C[C@H]1OC=CS1
Strongest force on any atom ... 2.26 eV/Å

Structure (XYZ):
```
12
Properties=species:S:1:pos:R:3:mulliken_charge:R:1
C 0.12492 1.16274 -1.55333 -1.188
C -0.41382 0.22497 -0.43053 0.226
O 0.34138 -1.03528 -0.27587 -0.353
C 0.36289 -1.47088 1.05084 -0.238
C 0.04887 -0.54792 1.98159 -0.237
S -0.41346 1.00519 1.24554 -0.174
H 1.11555 1.56391 -1.29454 0.340
H -0.61753 1.90232 -1.82379 0.345
H 0.29792 0.48186 -2.37545 0.345
H -1.38999 -0.05505 -0.83821 0.267
H 0.57901 -2.56886 1.27378 0.298
H -0.03573 -0.66300 3.03998 0.369
```

=====

(4)
The following is a DFT calculation (ωB97M-V with the def2-TZVPD basis set) of a structure of composition C2H3CeFO in a non-equilibrium geometry.

Values from the calculation:
Molar mass ... 202.159 g mol⁻¹
HOMO level (alpha / beta) ... -16.23 / -18.44 eV
Calculated total energy ... -19791.155 eV
Spin multiplicity ... 3
Net charge ... +2
Strongest force on any atom ... 6.53 eV/Å

Structure (XYZ):
```
8
Properties=species:S:1:pos:R:3:mulliken_spin:R:1
H 0.30640 -1.02781 -0.81235 0.006
C -0.59840 0.34609 -0.61227 -0.029
C -0.52846 -0.33347 0.63392 0.049
O 0.66534 -0.89641 0.51382 0.009
H -1.51809 0.88807 -0.83788 -0.003
F 0.47403 1.24462 -0.63309 0.003
H -1.37645 -0.97335 0.90195 0.001
Ce 2.57565 0.75226 0.84591 1.962
```

=====

(5)
The following is a DFT calculation (ωB97M-V with the def2-TZVPD basis set) of the molecule C6H7N3S in a non-equilibrium geometry.

Values from the calculation:
Molar mass ... 153.210 g mol⁻¹
HOMO level ... -7.51 eV
Calculated total energy ... -21638.321 eV
SMILES ... NN1CC=Nc2ccsc21
Strongest force on any atom ... 4.06 eV/Å

Structure (XYZ):
```
17
Properties=species:S:1:pos:R:3:mulliken_charge:R:1
N 0.93869 2.29734 -0.04527 -0.681
N 0.76670 0.92983 -0.46694 0.097
C 1.88038 0.11147 -0.03277 -0.471
C 1.59209 -1.36300 -0.08871 -0.091
N 0.42424 -1.91310 -0.16056 -0.641
C -0.67826 -1.02876 -0.16524 0.160
C -1.99427 -1.37537 -0.04196 -0.370
C -2.83388 -0.29687 0.04874 -0.370
S -1.99090 1.13536 -0.11369 -0.209
C -0.47741 0.39898 -0.19936 0.352
H 0.88026 2.27930 0.90955 0.266
H 0.25985 2.86170 -0.48660 0.263
H 2.18254 0.49816 1.01598 0.233
H 2.68577 0.29542 -0.65842 0.356
H 2.43689 -1.91967 -0.14336 0.475
H -2.21758 -2.50078 0.10506 0.291
H -3.85510 -0.41000 0.52355 0.341
```